# 1
ORCA calculation (ωB97M-V/def2-TZVPD) on a cluster of 8 separate species, C24H66O30P6 in total at a distorted geometry.

The value obtained for the largest force on an atom is 4.68 eV/A. The energy is -143125.084 eV. The value obtained for the orbital gap is 10.43 eV. As for the spin multiplicity: 1. The value obtained for the LUMO energy is 0.349 eV. For the energy relative to the best compared isomer or geometry (same formula, charge and spin), the calculation gives 0.00 kcal/mol.

Element x y z (Å)
C (6.49063, -6.92430, -2.49720)
O (5.85581, -5.65825, -2.78181)
P (6.69580, -4.31173, -2.37397)
O (8.23762, -4.35487, -2.41132)
O (6.09212, -3.20677, -3.38397)
C (5.58246, -3.47426, -4.72212)
O (5.96785, -4.00075, -0.90652)
C (4.56049, -4.13713, -0.68512)
H (6.26115, -7.59065, -3.32871)
H (6.05787, -7.26849, -1.55787)
H (7.56256, -6.96258, -2.30331)
H (6.23976, -3.00419, -5.45362)
H (4.59266, -3.01932, -4.76033)
H (5.47469, -4.49619, -5.08563)
H (4.36819, -4.84220, 0.12357)
H (4.02721, -4.53566, -1.54818)
H (4.06982, -3.20955, -0.39029)
C (-4.09277, 2.71181, 1.39302)
O (-3.71259, 2.87748, 2.73412)
P (-2.24112, 3.12425, 3.32779)
O (-2.04698, 3.45335, 4.78885)
O (-1.47044, 1.81705, 2.88903)
C (-0.29428, 1.49823, 3.44756)
O (-1.68762, 4.23051, 2.29164)
C (-0.48854, 4.96195, 2.47945)
H (-4.78695, 3.53899, 1.24475)
H (-4.56998, 1.73418, 1.32504)
H (-3.23183, 2.91055, 0.75476)
H (-0.07940, 1.86126, 4.45261)
H (0.43312, 1.82289, 2.70352)
H (-0.22519, 0.41303, 3.52271)
H (-0.78424, 6.01106, 2.47851)
H (0.11435, 4.74316, 1.59811)
H (-0.02941, 4.58823, 3.39468)
C (-1.80018, 5.20509, -0.61429)
O (-1.07638, 6.16265, -1.36777)
P (0.51173, 6.02134, -1.59828)
O (1.26498, 6.02719, -0.35903)
O (0.63172, 4.60341, -2.36635)
C (1.82141, 4.30408, -3.04297)
O (0.93411, 7.13630, -2.80636)
C (0.74660, 8.54648, -2.55670)
H (-1.05659, 4.50006, -0.24263)
H (-2.55236, 4.64450, -1.16931)
H (-2.38910, 5.61089, 0.20826)
H (1.61303, 4.16352, -4.10360)
H (2.07616, 3.28095, -2.76656)
H (2.69601, 4.91418, -2.81729)
H (0.46875, 8.92246, -1.57205)
H (0.02260, 8.96505, -3.25578)
H (1.64855, 9.14182, -2.69858)
C (-0.66498, -7.86342, 1.17919)
O (0.17710, -7.18663, 2.03440)
P (0.63988, -5.65883, 1.74633)
O (0.95183, -5.42506, 0.28824)
O (-0.51093, -4.77725, 2.39152)
C (-1.85186, -4.90617, 1.79570)
O (1.98895, -5.52544, 2.68365)
C (2.97914, -6.54762, 2.66743)
H (-0.94711, -7.39851, 0.23454)
H (-1.56948, -8.16583, 1.70695)
H (-0.05514, -8.74359, 0.97545)
H (-2.48054, -4.09305, 2.15859)
H (-2.32354, -5.85015, 2.06869)
H (-1.83172, -4.88389, 0.70611)
H (2.43131, -7.48993, 2.67264)
H (3.45883, -6.50679, 3.64535)
H (3.74830, -6.45328, 1.90088)
C (1.99752, 2.51873, -0.31046)
O (1.67497, 1.61606, 0.74690)
P (1.52521, 0.09462, 0.30859)
O (2.81086, -0.57772, -0.08738)
O (0.62403, -0.69501, 1.39552)
C (0.37225, -2.07885, 1.22827)
O (0.43216, 0.11101, -0.87140)
C (-0.84677, 0.75328, -0.66636)
H (1.07438, 2.97953, -0.66201)
H (2.73258, 2.35477, -1.09844)
H (2.50869, 3.23991, 0.32728)
H (1.23068, -2.63150, 0.84650)
H (-0.48197, -2.10637, 0.55178)
H (0.10946, -2.53942, 2.18059)
H (-1.19269, 0.28201, 0.25361)
H (-1.68353, 0.55553, -1.33630)
H (-0.86329, 1.84308, -0.67915)
C (-5.94119, -4.37773, 1.09594)
O (-4.96802, -3.34508, 1.19241)
P (-4.54731, -2.33415, -0.03828)
O (-4.30841, -2.92945, -1.38800)
O (-5.77097, -1.15781, -0.10606)
C (-5.65157, -0.06784, -1.01164)
O (-3.27029, -1.54926, 0.69094)
C (-3.50428, -0.92976, 1.96631)
H (-5.45714, -5.26811, 1.49719)
H (-6.21159, -4.56415, 0.05659)
H (-6.84305, -4.12017, 1.65128)
H (-6.52916, -0.04724, -1.65780)
H (-4.77300, -0.11641, -1.65496)
H (-5.62486, 0.87321, -0.46228)
H (-2.91040, -0.03049, 2.12974)
H (-3.11411, -1.59305, 2.73825)
H (-4.51845, -0.70446, 2.29616)
C (-4.85213, 0.95082, -4.87420)
O (-4.30081, 2.26199, -4.91773)
C (-3.40739, 2.59039, -3.90861)
O (-3.14748, 1.85711, -2.96539)
O (-2.92955, 3.90908, -3.91206)
C (-3.43669, 4.88964, -4.90127)
H (-5.62217, 0.70807, -4.14194)
H (-3.94729, 0.35003, -4.78242)
H (-5.44126, 0.72121, -5.76206)
H (-4.46579, 4.72175, -5.21881)
H (-2.80290, 4.87108, -5.78787)
H (-3.36972, 5.89147, -4.47707)
C (4.23707, 0.43148, 2.40159)
O (3.38446, 1.03922, 3.48498)
C (3.21970, 2.33601, 3.65514)
O (3.72802, 3.22056, 2.99030)
O (2.52890, 2.57212, 4.81034)
C (2.57369, 3.85224, 5.39242)
H (5.25037, 0.54489, 2.78692)
H (4.14930, 1.00376, 1.47807)
H (4.07599, -0.64413, 2.32943)
H (1.92824, 3.72649, 6.26172)
H (2.32542, 4.69615, 4.74878)
H (3.59739, 4.06520, 5.70028)

Cartesian forces (eV/Å) of the 2 atoms listed first:
-0.59 -0.51 0.50
2.02 0.78 -0.21

These are the Mulliken partial charges, in e, on atoms 1 to 99: -0.707, -0.281, 1.027, -0.711, -0.290, -0.608, -0.372, -0.182, 0.237, 0.249, 0.355, 0.268, 0.264, 0.283, -0.018, 0.334, 0.170, -0.189, -0.417, 0.350, -0.804, 0.291, -0.255, -0.116, -0.513, 0.394, 0.011, 0.033, 0.443, -0.218, 0.243, 0.249, 0.117, 0.378, 0.035, -0.311, 0.822, -0.640, 0.068, -0.913, -0.315, -0.791, -0.335, 0.136, 0.401, 0.264, 0.276, 0.418, 0.317, 0.314, 0.310, -0.797, -0.359, 1.135, -0.641, -0.289, -0.673, -0.365, -0.617, 0.359, 0.273, 0.319, 0.074, 0.404, 0.457, 0.321, 0.254, 0.139, -1.037, 0.817, 0.173, -0.797, -0.099, -0.781, -0.331, 0.219, 0.037, 0.402, 0.441, 0.142, 0.321, 0.445, -0.166, 0.219, -0.298, -0.745, -0.279, 0.706, -0.717, -0.424, -0.673, 0.394, -0.449, 0.225, 0.354, 0.266, 0.405, 0.286, 0.198



# 2
ORCA calculation (ωB97M-V/def2-TZVPD) on a structure of composition C25H43F3O3P2PrS at a distorted geometry.

The value obtained for the largest force on an atom is 2.77 eV/A. The energy is -84394.704 eV. The value obtained for the orbital gap (spin up / spin down) is 7.69 / 7.80 eV. As for the charge: +1. As for the spin multiplicity: 3. The value obtained for the LUMO energy (spin up / spin down) is -2.884 / -2.783 eV. As for the expectation value of S²: 2.004.

Element x y z (Å)
Pr (-0.16582, -0.09989, 1.85357)
C (-0.63293, -2.48051, 3.08518)
C (0.71742, -2.51913, 2.60155)
C (0.62055, -1.01450, 4.35616)
C (-0.68734, -1.54743, 4.16331)
C (1.49181, -1.61231, 3.39596)
C (-1.78961, -3.27395, 2.59922)
H (-1.59596, -3.71480, 1.61506)
H (-2.70851, -2.67351, 2.52072)
H (-1.99892, -4.09109, 3.30582)
C (-1.86789, -1.21326, 4.99535)
H (-2.76530, -1.73603, 4.64934)
H (-2.08629, -0.13962, 4.96183)
H (-1.69115, -1.46490, 6.05416)
C (0.99043, -0.04632, 5.42015)
H (0.75638, -0.44401, 6.42159)
H (0.43363, 0.89803, 5.31396)
H (2.05981, 0.19158, 5.38234)
C (2.94311, -1.31324, 3.25985)
H (3.52217, -1.87685, 4.00656)
H (3.15870, -0.24625, 3.42153)
H (3.32115, -1.57827, 2.26622)
C (1.22737, -3.34703, 1.47107)
H (1.61542, -4.30782, 1.84191)
H (2.05141, -2.85032, 0.93722)
H (0.44459, -3.56851, 0.73221)
C (-1.69222, 0.79745, -4.23160)
C (-1.75785, -0.54344, -4.34164)
C (-0.97800, -1.34702, -5.33910)
C (0.46920, -0.84300, -5.60213)
C (1.18154, -0.24732, -4.42182)
C (1.30603, 1.07820, -4.21312)
C (0.44153, 2.14372, -4.82474)
C (-1.01160, 1.71164, -5.20274)
H (-1.51013, -1.35867, -6.30536)
H (0.46371, -0.15438, -6.46008)
H (-0.92981, -2.39985, -5.01486)
H (-1.03678, 1.32705, -6.23562)
H (-2.30120, 1.32697, -3.48651)
H (-2.52620, -1.10134, -3.79135)
H (-1.61135, 2.63651, -5.21284)
H (0.36454, 2.98965, -4.11600)
H (2.15643, 1.46901, -3.63679)
H (0.91764, 2.55291, -5.73485)
H (1.05761, -1.71631, -5.91915)
H (1.72373, -0.96502, -3.78567)
P (-1.15875, -0.18123, -0.76881)
P (1.97855, 1.15029, 0.29305)
C (-0.14322, 1.10565, -1.63256)
C (0.83279, 2.03560, -0.88490)
H (-0.84088, 1.72164, -2.22038)
H (0.41977, 0.49893, -2.35434)
H (1.49447, 2.53111, -1.62296)
H (0.25482, 2.81398, -0.34642)
C (2.71385, 2.56397, 1.16008)
H (3.50828, 2.18496, 1.81582)
H (1.96031, 3.06943, 1.77768)
H (3.13705, 3.25665, 0.42015)
C (3.35138, 0.51885, -0.70602)
H (3.75965, 1.31275, -1.34819)
H (3.03129, -0.33296, -1.32193)
H (4.13668, 0.16219, -0.02118)
C (-2.87884, 0.28401, -1.11651)
H (-3.53248, -0.41443, -0.57778)
H (-3.10214, 0.23161, -2.18837)
H (-3.06980, 1.29814, -0.73644)
C (-0.76854, -1.75568, -1.60871)
H (0.21957, -2.13085, -1.29449)
H (-0.75440, -1.62584, -2.70226)
H (-1.53502, -2.49890, -1.34459)
F (-1.75327, 4.06561, 4.55311)
C (-2.20424, 2.86730, 4.13322)
F (-1.73801, 1.93039, 5.01503)
F (-3.55613, 2.84339, 4.17732)
S (-1.59409, 2.45212, 2.41396)
O (-1.92969, 3.46165, 1.46194)
O (-0.12687, 2.19881, 2.62270)
O (-2.20311, 1.09400, 2.19692)

Cartesian forces (eV/Å) of the 2 atoms listed first:
0.37 -1.39 2.36
0.86 0.79 0.14

Per-atom Mulliken charges, elementary charge units: 0.097, 0.377, 0.446, 0.657, 0.686, 0.625, -1.633, 0.340, 0.399, 0.349, -1.221, 0.368, 0.072, 0.371, -1.418, 0.368, 0.172, 0.366, -1.524, 0.373, 0.347, 0.255, -1.452, 0.373, 0.277, 0.306, -0.256, -0.584, -0.811, -1.020, -0.214, -0.304, -0.763, -1.467, 0.445, 0.304, 0.333, 0.360, 1.019, 0.626, 0.402, 0.296, 0.652, 0.433, 0.410, 0.469, 1.205, 1.016, -0.084, -1.287, 0.867, -1.040, 0.674, 0.398, -1.401, 0.442, 0.296, 0.453, -1.293, 0.444, 0.270, 0.465, -1.479, 0.439, 0.431, 0.398, -0.638, 0.209, -0.402, 0.517, -0.185, 0.457, -0.185, -0.192, 1.222, -0.554, -0.562, -0.607



- Which of these has the highest energy?
  C25H43F3O3P2PrS



- The lowest largest force on an atom belongs to which entry?
  C25H43F3O3P2PrS